(1)
Density functional theory data (the ωB97M-V functional and the def2-TZVPD basis) for an isolated molecule of C6H12O.

Element x y z (Å)
C -2.43 -0.78 0.41
C -1.10 -0.92 -0.33
C -0.01 0.02 0.22
C -0.35 1.44 -0.17
O -0.83 2.27 0.57
C 1.38 -0.34 -0.32
C 2.50 0.63 0.12
H -3.21 -1.40 -0.05
H -2.33 -1.09 1.45
H -2.78 0.26 0.41
H -0.74 -1.95 -0.27
H -1.25 -0.72 -1.41
H -0.02 -0.03 1.31
H -0.14 1.69 -1.24
H 1.33 -0.38 -1.41
H 1.61 -1.36 0.01
H 3.36 0.10 0.53
H 2.14 1.32 0.88
H 2.86 1.24 -0.71

The value obtained for the frontier orbital gap is 0.396 Ha. The spin multiplicity is 1. Its LUMO energy is 1.10 eV. The value obtained for the HOMO energy is -9.7 eV. The value obtained for the energy above the lowest of the compared OMol25 structures with the same formula, charge and spin is 0.491 eV. As for the charge: 0.

=====

(2)
Density functional theory data (the ωB97M-V functional and the def2-TZVPD basis) for an isolated molecule of C4H9NOS.

Element x y z (Å)
N -1.78 -0.51 1.05
C -0.58 -1.16 1.17
O -0.50 -2.27 1.64
C 0.68 -0.36 0.83
C 0.89 -0.29 -0.69
C 0.16 0.82 -1.45
S 0.02 2.42 -0.65
H -2.57 -0.85 1.57
H -2.00 0.06 0.25
H 1.46 -0.97 1.29
H 0.62 0.61 1.32
H 0.65 -1.27 -1.10
H 1.95 -0.18 -0.94
H -0.88 0.56 -1.64
H 0.61 0.91 -2.44
H 1.27 2.47 -0.18

The value obtained for the frontier orbital gap is 0.372 Ha. The spin multiplicity is 1. Its LUMO energy is 0.73 eV. The value obtained for the HOMO energy is -9.4 eV. The value obtained for the energy above the lowest of the compared OMol25 structures with the same formula, charge and spin is 0.507 eV. As for the charge: 0.

=====

(3)
Density functional theory data (the ωB97M-V functional and the def2-TZVPD basis) for an isolated molecule of C5H6O.

Element x y z (Å)
C -1.76 0.02 0.09
C -0.31 -0.03 -0.13
C 0.74 0.95 0.12
C 2.03 0.21 0.39
C 1.69 -1.01 -0.04
O 0.23 -1.15 -0.40
H -2.14 1.02 0.28
H -1.85 -0.56 1.02
H -2.34 -0.50 -0.68
H 0.48 1.93 0.54
H 0.89 1.05 -0.99
H 2.17 -1.95 -0.25

The value obtained for the frontier orbital gap is 0.300 Ha. The spin multiplicity is 1. Its LUMO energy is 0.28 eV. The value obtained for the HOMO energy is -7.9 eV. The value obtained for the energy above the lowest of the compared OMol25 structures with the same formula, charge and spin is 3.964 eV. As for the charge: 0.

=====

(4)
Density functional theory data (the ωB97M-V functional and the def2-TZVPD basis) for a cluster of 2 separate species, C2H4O2 in total.

Element x y z (Å)
C -1.50 -0.79 0.05
O -0.55 -1.50 -0.14
H -2.54 -1.14 -0.07
H -1.35 0.26 0.34
C 1.48 0.79 -0.06
O 0.74 1.39 0.67
H 1.16 0.26 -0.96
H 2.56 0.74 0.17

The value obtained for the frontier orbital gap is 0.399 Ha. The spin multiplicity is 1. Its LUMO energy is 0.92 eV. The value obtained for the HOMO energy is -9.9 eV. The value obtained for the energy above the lowest of the compared OMol25 structures with the same formula, charge and spin is 2.293 eV. As for the charge: 0.

=====

(5)
Density functional theory data (the ωB97M-V functional and the def2-TZVPD basis) for a cluster of 4 separate species, C17H32INO13S in total.

Element x y z (Å)
C -2.37 -1.89 -6.17
C -0.85 -2.02 -6.61
C 0.00 -0.70 -6.44
I -0.98 1.09 -7.22
S 0.69 -0.47 -4.73
C -0.22 0.84 -3.79
O -0.45 0.28 -2.47
N -1.72 0.69 -2.09
O -2.17 -0.03 -1.28
C 0.41 -2.04 -3.69
O 1.40 -2.56 -3.19
O -0.76 -2.53 -3.53
H -2.66 -0.90 -5.74
H -3.01 -2.16 -7.06
H -2.56 -2.72 -5.42
H -0.86 -2.23 -7.72
H -0.35 -2.92 -6.16
H 0.91 -0.83 -7.10
H 0.47 1.71 -3.65
H -1.22 1.10 -4.20
C -2.93 3.04 1.23
C -3.63 3.32 -0.08
O -4.41 4.52 0.01
C -3.72 5.66 -0.07
O -2.53 5.76 -0.22
O -4.58 6.68 0.07
C -3.96 7.96 0.09
H -3.64 3.02 2.06
H -2.42 2.07 1.20
H -2.19 3.81 1.46
H -4.33 2.51 -0.30
H -2.93 3.37 -0.91
H -3.31 8.11 -0.78
H -3.39 8.09 1.02
H -4.75 8.71 0.06
C 2.09 -0.15 5.29
C 0.61 0.12 5.44
O -0.02 0.30 4.17
C -0.26 -0.82 3.47
O 0.00 -1.94 3.83
O -0.81 -0.47 2.30
C -1.03 -1.58 1.43
H 2.56 0.64 4.69
H 2.58 -0.19 6.26
H 2.27 -1.09 4.77
H 0.46 1.05 6.00
H 0.11 -0.67 6.00
H -1.60 -2.37 1.91
H -0.07 -1.96 1.07
H -1.59 -1.22 0.57
C 2.94 -3.03 0.48
C 2.78 -3.98 1.65
O 4.05 -4.28 2.25
C 4.54 -3.33 3.05
O 4.03 -2.28 3.30
O 5.73 -3.75 3.50
C 6.42 -2.79 4.29
H 3.67 -3.42 -0.24
H 1.98 -2.88 -0.03
H 3.30 -2.06 0.81
H 2.37 -4.93 1.29
H 2.08 -3.59 2.39
H 5.80 -2.43 5.11
H 6.75 -1.96 3.67
H 7.30 -3.27 4.71

The value obtained for the frontier orbital gap is 0.310 Ha. The spin multiplicity is 1. Its LUMO energy is -1.08 eV. The value obtained for the HOMO energy is -9.5 eV. As for the charge: 0.

=====

(6)
Density functional theory data (the ωB97M-V functional and the def2-TZVPD basis) for a structure of composition C32H44Cl2NO2P3Ru.

Element x y z (Å)
P -5.45 -1.72 -0.06
C -6.95 -0.66 0.14
C -8.06 -0.69 -0.75
H -8.02 -1.21 -1.71
C -9.25 -0.04 -0.41
H -10.06 -0.03 -1.13
C -9.40 0.64 0.79
H -10.29 1.20 1.00
C -8.33 0.65 1.68
H -8.40 1.18 2.62
C -7.12 0.01 1.38
H -6.33 0.03 2.11
C -5.74 -2.29 -1.78
C -5.40 -1.42 -2.84
H -4.84 -0.51 -2.64
C -5.80 -1.69 -4.15
H -5.48 -1.00 -4.92
C -6.55 -2.82 -4.45
H -6.79 -3.05 -5.48
C -6.92 -3.67 -3.42
H -7.49 -4.57 -3.65
C -6.54 -3.42 -2.10
H -6.89 -4.12 -1.34
C -6.08 -3.21 0.84
C -7.45 -3.41 1.16
H -8.21 -2.62 1.05
C -7.90 -4.64 1.64
H -8.94 -4.75 1.93
C -7.04 -5.71 1.81
H -7.38 -6.64 2.23
C -5.69 -5.54 1.49
H -4.99 -6.35 1.62
C -5.21 -4.31 1.03
H -4.13 -4.20 0.82
Ru -0.43 0.00 -0.17
C 0.36 -1.44 -1.27
C -0.43 -2.17 -2.03
H 1.42 -1.52 -1.09
C -1.92 -2.07 -1.82
O -2.38 -3.41 -1.51
H -3.33 -3.32 -1.24
C -2.50 -1.13 -0.74
H -2.40 -1.99 -2.86
C -3.65 -0.76 -0.15
Cl 1.85 0.73 0.04
Cl -1.61 1.36 1.23
P -0.54 1.62 -1.68
C 0.44 3.12 -1.36
H 1.50 2.90 -1.42
H 0.23 3.52 -0.37
H 0.19 3.87 -2.11
C 0.08 1.11 -3.28
H -0.46 0.23 -3.63
H 1.14 0.86 -3.19
H -0.06 1.93 -3.98
C -2.17 2.29 -1.91
H -2.48 2.80 -1.00
H -2.89 1.51 -2.13
H -2.13 3.00 -2.73
P 0.33 -3.42 -3.06
C 2.01 -2.99 -3.50
C -0.64 -3.53 -4.55
H 2.65 -2.93 -2.59
H 2.04 -2.02 -4.04
H 2.42 -3.79 -4.17
H -1.70 -3.67 -4.31
H -0.28 -4.37 -5.17
H -0.52 -2.59 -5.14
C 0.33 -4.97 -2.18
H 1.18 -5.00 -1.46
H 0.44 -5.82 -2.89
H -0.62 -5.07 -1.62
H -4.17 -0.36 0.86
C 1.59 0.86 3.24
N 1.71 -0.55 3.45
C 2.56 -1.08 4.52
C 0.95 -1.41 2.72
O 0.01 -1.07 1.98
H 2.15 1.29 4.10
H 0.55 1.16 3.17
H 2.06 1.15 2.29
H 2.00 -1.53 5.37
H 3.17 -1.90 4.11
H 3.15 -0.22 4.85
H 1.35 -2.44 2.93

The value obtained for the frontier orbital gap (spin up / spin down) is 0.214 / 0.215 Ha. The spin multiplicity is 5. Its LUMO energy (spin up / spin down) is -5.72 / -7.56 eV. The value obtained for the HOMO energy (spin up / spin down) is -11.5 / -13.4 eV. As for the charge: +2.

=====

(7)
Density functional theory data (the ωB97M-V functional and the def2-TZVPD basis) for the ion C7H13N2O with charge +1.

Element x y z (Å)
C -1.41 1.41 0.75
C -1.09 0.06 0.09
C -0.86 0.41 -1.43
C -2.30 -0.86 0.21
C -0.03 -0.77 0.68
N 1.63 -0.51 -0.02
C 2.52 0.42 0.36
C 3.66 -0.07 -0.17
O 3.46 -1.27 -0.70
N 2.15 -1.54 -0.54
H -0.66 2.03 1.07
H -1.97 1.14 1.61
H -2.12 1.96 0.04
H -0.37 -0.47 -1.80
H -0.23 1.25 -1.51
H -1.67 0.62 -1.98
H -2.26 -1.48 1.13
H -3.14 -0.20 0.15
H -2.31 -1.44 -0.71
H 0.19 -0.48 1.75
H -0.15 -1.93 0.52
H 2.29 1.31 0.79
H 4.68 0.42 -0.30

The value obtained for the frontier orbital gap is 0.384 Ha. The spin multiplicity is 1. Its LUMO energy is -4.48 eV. The value obtained for the HOMO energy is -14.9 eV. The value obtained for the energy above the lowest of the compared OMol25 structures with the same formula, charge and spin is 5.337 eV. As for the charge: +1.

=====

(8)
Density functional theory data (the ωB97M-V functional and the def2-TZVPD basis) for a cluster of 13 separate species, C26H78F6NO11P in total.

Element x y z (Å)
N -2.21 -3.95 -1.48
H -2.40 -4.86 -1.09
H -2.69 -3.93 -2.37
H -1.23 -3.76 -1.57
H -2.59 -3.20 -0.90
P 0.07 -0.57 -0.30
F 1.01 0.53 -1.01
F -1.21 0.39 -0.41
F -0.32 -1.20 -1.77
F -0.81 -1.63 0.51
F 1.30 -1.64 -0.21
F 0.42 0.04 1.15
C -4.65 -1.17 0.17
O -3.38 -1.54 -0.40
H -4.92 -1.85 0.98
H -4.67 -0.19 0.65
H -5.36 -1.24 -0.65
H -2.77 -0.83 -0.18
C 3.67 -2.86 -3.08
O 5.07 -3.09 -2.88
H 3.31 -2.33 -2.20
H 3.61 -2.19 -3.94
H 3.10 -3.76 -3.31
H 5.14 -3.76 -2.19
C 2.10 3.28 -2.72
C 3.01 4.01 -3.68
C 2.97 3.59 -5.14
O 2.61 5.38 -3.74
H 1.04 3.18 -2.94
H 2.22 3.78 -1.76
H 2.54 2.31 -2.50
H 4.05 3.97 -3.37
H 3.29 2.56 -5.30
H 3.55 4.20 -5.83
H 1.93 3.64 -5.47
H 3.36 5.92 -3.99
C -3.86 -3.23 4.80
C -3.83 -3.93 3.50
C -2.58 -3.60 2.69
O -3.76 -5.29 3.77
H -2.91 -3.21 5.33
H -4.59 -3.68 5.48
H -4.22 -2.22 4.60
H -4.73 -3.76 2.90
H -1.61 -3.82 3.13
H -2.62 -2.54 2.43
H -2.74 -4.07 1.72
H -4.57 -5.51 4.22
C 0.90 2.82 2.11
C 2.16 3.22 1.30
C 3.27 3.80 2.15
O 2.63 2.07 0.63
H 1.12 1.95 2.74
H 0.09 2.62 1.41
H 0.54 3.62 2.76
H 1.99 4.01 0.57
H 4.07 4.31 1.61
H 3.68 3.13 2.91
H 2.82 4.55 2.79
H 1.86 1.61 0.28
C -2.29 1.40 2.92
C -2.38 0.48 4.15
C -1.29 0.75 5.23
O -3.65 0.57 4.72
H -3.06 1.15 2.19
H -1.37 1.16 2.39
H -2.36 2.48 3.11
H -2.33 -0.57 3.86
H -1.56 1.67 5.74
H -0.30 0.86 4.79
H -1.29 -0.06 5.97
H -3.65 0.14 5.58
C -1.92 0.56 -3.72
C -0.91 0.90 -4.76
C 0.44 0.19 -4.54
O -1.40 0.44 -6.01
H -2.08 -0.51 -3.62
H -2.88 1.06 -3.88
H -1.55 0.97 -2.78
H -0.68 1.97 -4.73
H 1.11 0.43 -5.36
H 0.38 -0.90 -4.53
H 0.90 0.50 -3.60
H -0.78 0.72 -6.68
C 2.46 -2.75 3.01
C 2.75 -3.84 2.02
C 1.50 -4.65 1.74
O 3.25 -3.30 0.81
H 1.91 -1.94 2.54
H 3.36 -2.30 3.42
H 1.93 -3.18 3.86
H 3.56 -4.46 2.38
H 0.69 -4.00 1.40
H 1.20 -5.10 2.68
H 1.67 -5.40 0.97
H 2.65 -2.62 0.50
C -4.17 2.55 -0.21
C -4.73 3.93 -0.56
C -4.74 4.17 -2.08
O -6.10 4.01 -0.17
H -4.26 2.57 0.88
H -3.11 2.48 -0.44
H -4.82 1.77 -0.60
H -4.21 4.70 0.02
H -3.78 3.92 -2.52
H -4.93 5.23 -2.25
H -5.49 3.60 -2.62
H -6.40 4.83 -0.58
C 5.00 0.12 1.58
C 5.47 0.49 0.15
C 4.62 0.01 -0.99
O 5.42 1.89 -0.14
H 5.07 -0.96 1.71
H 3.98 0.42 1.85
H 5.61 0.58 2.36
H 6.49 0.14 0.02
H 4.66 -1.08 -0.98
H 5.01 0.40 -1.92
H 3.56 0.26 -0.95
H 4.50 2.07 0.08
O 0.49 -3.94 -1.89
H 1.02 -3.22 -1.54
H 0.53 -3.83 -2.84

The value obtained for the frontier orbital gap (spin up / spin down) is 0.345 / 0.126 Ha. The spin multiplicity is 2. Its LUMO energy (spin up / spin down) is -2.22 / -8.18 eV. The value obtained for the HOMO energy (spin up / spin down) is -11.6 / -11.6 eV. As for the charge: +1.

=====

(9)
Density functional theory data (the ωB97M-V functional and the def2-TZVPD basis) for a cluster of 2 separate species, C3H5NO2 in total.

Element x y z (Å)
N -1.30 1.23 0.21
C -0.87 1.78 -0.71
O 0.82 -0.24 -0.87
C 1.28 -0.63 0.43
C 0.00 -1.18 -0.05
O -1.18 -0.81 0.40
H -1.69 1.02 1.11
H -0.38 1.75 -1.67
H 1.24 0.14 1.19
H 2.21 -1.21 0.43
H 0.04 -2.18 -0.51

The value obtained for the frontier orbital gap is 0.302 Ha. The spin multiplicity is 1. Its LUMO energy is 0.10 eV. The value obtained for the HOMO energy is -8.1 eV. The value obtained for the energy above the lowest of the compared OMol25 structures with the same formula, charge and spin is 6.085 eV. As for the charge: 0.

=====

(10)
Density functional theory data (the ωB97M-V functional and the def2-TZVPD basis) for a cluster of 2 separate species, C9H14O in total.

Element x y z (Å)
C 0.02 2.37 1.63
C -0.24 0.88 1.52
C 0.95 0.15 1.55
C 1.08 -1.20 1.25
C -0.15 -1.75 0.88
O 0.00 -3.09 0.99
C -1.43 -1.18 0.64
C -1.41 0.18 1.09
H -0.40 2.64 2.60
H -0.54 2.81 0.80
H 1.01 2.81 1.72
H 1.97 0.67 1.68
H 1.87 -1.84 1.39
H -0.78 -3.52 0.74
H -2.20 -1.75 0.19
H -2.20 0.85 0.91
C 0.08 -0.61 -2.56
C 0.46 0.87 -2.34
H 0.97 -1.37 -2.42
H -0.40 -1.00 -1.70
H -0.38 -0.61 -3.49
H 0.05 1.30 -1.33
H 0.11 1.40 -3.27
H 1.55 1.01 -2.47

The value obtained for the frontier orbital gap is 0.331 Ha. The spin multiplicity is 1. Its LUMO energy is 0.88 eV. The value obtained for the HOMO energy is -8.1 eV. The value obtained for the energy above the lowest of the compared OMol25 structures with the same formula, charge and spin is 2.547 eV. As for the charge: 0.

=====

(11)
Density functional theory data (the ωB97M-V functional and the def2-TZVPD basis) for a structure of composition C21H21BrCl5N3RhTe.

Element x y z (Å)
Rh 0.19 -0.82 -0.06
Cl -2.18 -1.56 -0.20
C -1.77 -1.05 -1.85
C -0.48 -0.56 -1.92
C -0.01 -0.27 -3.19
Cl 1.60 0.34 -3.39
C -0.83 -0.42 -4.32
Cl -0.23 -0.02 -5.87
C -2.13 -0.91 -4.18
Cl -3.14 -1.11 -5.55
C -2.62 -1.24 -2.91
Cl -4.20 -1.87 -2.68
C 3.97 2.05 2.36
C 3.71 1.46 0.98
C 3.81 2.56 -0.09
C 4.70 0.33 0.69
N 2.34 0.89 1.07
N 1.93 0.23 -0.13
H 4.96 2.49 2.40
H 3.90 1.27 3.12
H 3.24 2.83 2.60
H 4.81 3.00 -0.09
H 3.09 3.36 0.11
H 3.63 2.17 -1.09
H 5.71 0.68 0.88
H 4.67 0.00 -0.35
H 4.50 -0.52 1.35
H 1.68 1.65 1.21
H 2.66 -0.45 -0.36
H 1.89 0.85 -0.94
Te 1.37 -2.75 -1.22
C 1.74 -3.67 0.63
C 0.69 -4.00 1.48
C 0.93 -4.63 2.69
C 2.23 -4.96 3.05
C 3.29 -4.66 2.19
C 3.05 -4.01 0.99
H -0.34 -3.79 1.18
H 0.11 -4.88 3.34
H 2.43 -5.45 3.99
H 4.30 -4.93 2.47
H 3.88 -3.77 0.34
Br -0.07 0.99 6.54
C -0.01 0.37 4.77
C -0.87 0.90 3.82
C -0.79 0.40 2.53
N 0.09 -0.54 2.16
C 0.91 -1.04 3.09
C 0.89 -0.62 4.41
H -1.59 1.66 4.07
H -1.46 0.77 1.76
H 1.62 -1.79 2.76
H 1.57 -1.05 5.13

The value obtained for the frontier orbital gap is 0.241 Ha. The spin multiplicity is 1. Its LUMO energy is -4.32 eV. The value obtained for the HOMO energy is -10.9 eV. As for the charge: +1.

=====

| no. | strongest force on any atom (eV Å⁻¹) | E_tot (Eh) | M (g mol⁻¹) |
| --- | --- | --- | --- |
| 1 | 0.4 | -311.04123 | 100.16 |
| 2 | 0.9 | -686.00031 | 119.19 |
| 3 | 0.8 | -269.20058 | 82.10 |
| 4 | 0.6 | -229.02230 | 60.05 |
| 5 | 7.8 | -2395.56794 | 617.41 |
| 6 | 4.9 | -3489.62328 | 739.61 |
| 7 | 4.6 | -458.87780 | 141.19 |
| 8 | 2.7 | -2860.18309 | 725.87 |
| 9 | 1.3 | -322.35070 | 87.08 |
| 10 | 5.2 | -426.47920 | 138.21 |
| 11 | 1.3 | -6230.39827 | 803.10 |